Entry 1:
11
Properties=species:S:1:pos:R:3:forces:R:3 method="wB97M-V/def2-TZVPD" orbital_gap_ev=8.79 homo_ha=-0.31887 lumo_energy_ha=0.0043 relative_energy_kcal_mol=30.6 total_energy_ha=-343.3436
O 2.21310 -1.58258 0.31461 -0.325 1.023 -0.192
C 1.70918 -0.55623 0.13697 0.577 -0.770 0.148
C 1.27458 0.69690 -0.01093 -0.023 -0.114 -0.052
C -0.10340 1.11983 -0.12110 -0.064 -0.123 0.020
C -1.21293 0.35403 -0.13379 0.074 0.074 0.067
C -1.18833 -1.10545 -0.04672 0.094 -0.145 -0.030
O -0.34962 -1.82946 -0.55364 -0.203 0.401 0.266
H 2.07043 1.43172 0.04909 -0.093 -0.066 0.001
H -0.23728 2.20108 -0.11427 0.046 -0.214 -0.070
H -2.19292 0.81906 -0.09870 0.125 0.024 0.046
H -1.98281 -1.54888 0.57849 -0.209 -0.091 -0.202

=====

Entry 2:
11
Properties=species:S:1:pos:R:3:forces:R:3 method="wB97M-V/def2-TZVPD" orbital_gap_ev=7.54 homo_ha=-0.28596 lumo_energy_ha=-0.0090 relative_energy_kcal_mol=101.3 total_energy_ha=-343.2310
O 1.92578 -1.80901 -0.95115 -0.113 1.314 0.559
C 1.86649 -0.81373 -0.38594 -0.046 -1.193 -0.658
O 0.28178 -0.88886 0.95445 -0.144 0.005 0.005
C -0.98442 -0.79312 0.66282 -0.033 -0.050 0.040
C -1.35975 0.23003 -0.16007 0.081 -0.056 0.027
C -0.22871 1.06709 -0.35092 0.182 -0.126 0.068
C 0.99788 0.63816 0.06779 -0.136 0.394 -0.077
H -1.65916 -1.49717 1.14913 0.038 0.153 -0.014
H -2.37632 0.45971 -0.45102 0.206 -0.084 0.010
H -0.30288 2.09424 -0.70307 0.084 -0.204 0.000
H 1.83930 1.31267 0.16798 -0.118 -0.153 0.038

=====

Entry 3:
11
Properties=species:S:1:pos:R:3:forces:R:3 method="wB97M-V/def2-TZVPD" orbital_gap_ev="7.53 / 7.53" homo_ha="-0.33739 / -0.33737" lumo_energy_ha="-0.0606 / -0.0606" relative_energy_kcal_mol=75.7 total_energy_ha=-343.2716
O 2.16148 -1.40978 0.17629 -0.417 0.264 -0.061
C 1.12008 -0.81136 0.06931 0.190 -0.204 0.048
O -0.04633 -1.46201 -0.06538 0.305 0.024 0.000
C -1.26468 -0.70701 0.01440 -0.276 0.378 0.020
C -1.32632 0.72800 -0.10216 -0.112 -0.078 -0.308
C -0.05367 1.37402 -0.22938 0.269 0.061 0.097
C 1.07735 0.67827 -0.00078 -0.057 0.080 0.000
H -2.00194 -1.19936 -0.61621 -0.002 -0.065 -0.140
H -1.68768 -0.79281 1.02140 0.038 -0.357 0.394
H -0.02614 2.44857 -0.37418 0.109 -0.022 -0.024
H 2.04786 1.15347 0.10669 -0.047 -0.080 -0.028

=====

Entry 4:
11
Properties=species:S:1:pos:R:3:forces:R:3 method="wB97M-V/def2-TZVPD" orbital_gap_ev=9.59 homo_ha=-0.33799 lumo_energy_ha=0.0143 relative_energy_kcal_mol=44.1 total_energy_ha=-343.3222 smiles="O=C=C1CCC1=O"
O -3.12172 -1.00884 0.17777 -0.270 0.104 0.201
C -2.00348 -0.74704 0.11801 2.208 -0.163 -0.649
C -0.71936 -0.41554 -0.10962 -0.903 2.142 0.473
C 0.77107 -0.79470 0.16893 -2.649 -1.423 0.966
C 1.18266 0.63592 -0.15388 -1.338 0.997 2.396
C -0.28266 1.09155 -0.18002 -2.446 -1.161 -0.545
O -0.97559 2.08929 -0.15249 1.866 -1.041 -0.075
H 0.74925 -1.09988 1.23464 0.937 -0.056 -0.718
H 1.00355 -1.59089 -0.55908 0.798 0.420 0.716
H 1.65129 0.54990 -1.04446 1.322 0.632 -3.210
H 1.74499 1.29022 0.50019 0.476 -0.450 0.444

=====

Entry 5:
11
Properties=species:S:1:pos:R:3:forces:R:3 method="wB97M-V/def2-TZVPD" orbital_gap_ev=9.39 homo_ha=-0.33762 lumo_energy_ha=0.0076 relative_energy_kcal_mol=0.3 total_energy_ha=-343.3920 smiles="O=c1cccco1"
O -0.63497 -0.10748 2.64697 0.118 -0.084 -0.421
C -0.32708 -0.11328 1.48497 -0.145 -0.022 0.232
C -1.21367 -0.26810 0.33960 0.021 0.039 -0.096
C -0.76394 -0.07700 -0.91885 0.009 -0.020 0.132
C 0.62447 0.21235 -1.15473 0.050 -0.030 0.133
C 1.44697 0.21982 -0.09191 -0.032 0.044 -0.202
O 1.02399 0.04121 1.17157 -0.057 0.032 0.004
H -2.24461 -0.51290 0.56784 0.132 0.097 -0.033
H -1.44573 -0.15469 -1.76168 0.087 0.005 0.127
H 1.01361 0.39639 -2.14824 -0.036 -0.082 0.144
H 2.52097 0.36368 -0.13556 -0.147 0.020 -0.019

=====

Entry 6:
11
Properties=species:S:1:pos:R:3:forces:R:3 method="wB97M-V/def2-TZVPD" orbital_gap_ev=9.05 homo_ha=-0.34237 lumo_energy_ha=-0.0096 relative_energy_kcal_mol=52.5 total_energy_ha=-343.3088 smiles="O=c1cccco1"
O 2.27883 -1.32095 0.18187 -0.295 -0.160 -0.083
C 1.22313 -0.78110 -0.00974 0.348 -0.562 -0.484
C 1.04843 0.63058 -0.24681 0.329 -0.601 -0.883
C -0.13364 1.25028 -0.04779 0.902 -0.706 1.172
C -1.34167 0.42257 -0.14712 0.197 -0.157 0.545
C -1.15353 -0.90010 -0.00796 -0.129 0.169 -0.072
O 0.04955 -1.48289 0.20433 0.137 -0.135 -0.144
H 1.93556 1.23586 -0.35334 0.346 -0.185 0.633
H 0.39091 1.82887 0.77312 -2.312 1.910 -0.908
H -2.35433 0.76123 -0.36529 0.424 0.247 0.394
H -1.94326 -1.64435 0.01874 0.053 0.179 -0.170

=====

Entry 7:
13
Properties=species:S:1:pos:R:3:forces:R:3 method="wB97M-V/def2-TZVPD" orbital_gap_ev=6.88 total_charge=-1 homo_ha=-0.11898 lumo_energy_ha=0.1337 relative_energy_kcal_mol=0.0 total_energy_ha=-1082.9537 smiles="[O-][C@]12O[P@]13=C2CC=CS3"
O 2.78944 -1.41776 1.13144 0.927 -0.492 0.644
C 2.87542 -0.59648 0.26474 -0.640 0.230 -0.187
O 3.86635 0.50516 0.20629 0.002 0.038 0.586
P 2.84350 1.34379 -0.81140 -1.035 -0.676 0.973
C 2.05327 -0.22736 -0.79541 0.918 1.302 -1.944
C 0.69773 -0.67188 -1.12690 -0.077 -2.073 -0.399
C -0.30594 0.04421 -0.29808 -0.218 0.928 -1.706
C -0.20355 1.26061 0.25461 2.052 -1.183 0.507
S 1.12763 2.26422 0.85338 1.078 -0.376 -1.289
H 0.64865 -1.80156 -0.82814 -0.056 1.673 -0.820
H 0.39618 -0.57989 -2.28335 0.712 -0.272 2.337
H -1.26893 -0.31426 -0.59834 -1.106 0.049 0.599
H -1.03195 1.66798 0.69204 -2.557 0.853 0.700

=====

Entry 8:
12
Properties=species:S:1:pos:R:3:forces:R:3 method="wB97M-V/def2-TZVPD" orbital_gap_ev=10.27 homo_ha=-0.34838 lumo_energy_ha=0.0292 relative_energy_kcal_mol=98.3 total_energy_ha=-418.5052
O -0.57780 2.02744 1.99765 0.424 1.407 0.725
C -0.46869 0.91872 1.64597 -0.697 -0.300 -0.063
O 0.39702 -0.07066 1.52627 1.010 0.308 0.186
C -0.99782 -0.21506 0.98170 0.830 0.736 -2.453
C -1.11269 -0.28306 -0.51013 1.073 0.538 0.627
C 0.06568 -0.21872 -1.10858 -1.378 0.499 -0.518
C 1.46831 -0.22924 -1.08176 1.206 -1.554 0.828
O 0.68608 -0.17705 -2.30685 -0.423 -0.942 -0.367
H -1.41373 -0.97841 1.47810 -2.092 -2.417 1.979
H -2.10820 -0.24259 -0.91944 0.123 -0.128 -0.416
H 2.07105 0.62089 -0.98057 0.472 1.351 0.499
H 1.99081 -1.15226 -0.72237 -0.548 0.502 -1.027

=====

Entry 9:
12
Properties=species:S:1:pos:R:3:forces:R:3 method="wB97M-V/def2-TZVPD" orbital_gap_ev=9.37 homo_ha=-0.37393 lumo_energy_ha=-0.0296 relative_energy_kcal_mol=170.0 total_energy_ha=-418.3909 smiles="C#CCOC(=O)C=O"
C 1.04409 -2.67218 -1.21031 -1.601 5.362 5.930
C 0.99248 -1.69251 -0.26180 0.830 -6.825 -7.113
C 1.26651 -0.32552 0.16180 -1.117 2.122 2.061
O 0.07859 0.60569 -0.42298 0.354 -3.292 5.546
C -0.83117 0.71492 0.63330 -0.456 1.934 5.348
O -0.95538 0.44118 1.98199 1.813 0.248 -8.353
C -1.71344 1.88987 0.22220 -0.361 1.083 -5.195
O -1.20524 2.58491 -0.70359 -2.290 -1.198 3.651
H 0.67556 -3.58797 -1.81180 0.985 1.960 1.481
H 2.08282 0.10774 -0.37807 0.574 -0.063 -0.280
H 1.43550 -0.01339 1.38710 -0.938 -1.359 -3.635
H -2.87031 1.94727 0.40216 2.207 0.028 0.560

=====

Entry 10:
12
Properties=species:S:1:pos:R:3:forces:R:3 method="wB97M-V/def2-TZVPD" orbital_gap_ev=10.31 homo_ha=-0.36586 lumo_energy_ha=0.0131 relative_energy_kcal_mol=71.5 total_energy_ha=-418.5478 smiles="O=C(O)c1ccoc1"
O -1.42881 1.55411 -1.24702 -0.002 0.345 4.679
C -1.04410 1.28148 -0.07552 -4.286 3.477 -2.329
O -1.64739 1.75858 1.15664 1.536 -2.041 -0.807
C -0.01737 0.39811 0.00378 2.571 -3.844 -1.654
C 0.15121 -0.64229 -1.10044 -9.582 5.447 -3.569
C 1.00924 -1.45616 -0.73994 4.356 -5.618 0.142
O 1.53330 -1.01928 0.41774 3.867 -4.247 0.261
C 0.93491 0.00686 0.85076 -0.047 2.195 4.266
H -1.34640 1.14146 1.93054 -0.631 1.612 -2.278
H -0.77418 -0.75163 -1.92569 3.260 0.406 2.186
H 1.28720 -2.45660 -1.18315 0.099 1.539 0.967
H 1.34238 0.18536 1.91230 -1.143 0.730 -1.865